Density functional theory data (ωB97M-V/def2-TZVPD) for a structure of composition C36H28AsIrN3O5S2.

For the HOMO energy (spin up / spin down), the calculation gives -8.79 / -10.88 eV. As for the net charge: +1. The expectation value of S² is 6.078. The total energy is -137836.4157 eV. The multiplicity is 5. The relative energy (zero: lowest compared OMol25 entry of this formula, charge and spin) is 0.0 kJ/mol. The maximum force comes out at 0.5 eV Å⁻¹.

The geometry in XYZ format:
```
76
C36H28AsIrN3O5S2, DFT ωB97M-V/def2-TZVPD
Ir -0.12 -0.20 -0.06
O -4.12 4.46 0.78
C -3.19 3.50 0.65
C -2.83 2.66 1.70
C -1.88 1.69 1.47
N -1.30 1.55 0.28
C -1.66 2.34 -0.74
C -2.59 3.34 -0.60
C -0.97 2.03 -2.06
O -1.05 2.82 -2.98
O -0.32 0.92 -2.03
C -1.46 0.69 2.54
O -2.02 0.73 3.62
O -0.53 -0.10 2.16
H -4.47 4.49 1.67
H -3.27 2.72 2.69
H -2.84 3.96 -1.44
S -5.88 0.56 -0.58
C -7.56 0.47 -0.30
C -7.92 -0.73 0.23
C -6.81 -1.59 0.42
C -5.63 -1.04 0.02
C -4.30 -1.63 0.08
C -3.16 -0.84 -0.18
N -1.93 -1.29 -0.10
C -1.71 -2.60 0.20
C -2.78 -3.48 0.46
C -2.48 -4.85 0.76
C -1.20 -5.29 0.79
C -0.10 -4.41 0.52
C 1.22 -4.83 0.50
C 2.27 -3.86 0.18
C 1.87 -2.51 -0.04
N 0.63 -2.11 -0.01
C -0.39 -3.06 0.24
C 3.60 -4.20 0.09
C 4.74 -3.37 -0.22
C 5.92 -4.07 -0.22
C 5.76 -5.42 0.08
S 4.13 -5.84 0.37
C -4.08 -2.96 0.40
H -8.19 1.31 -0.55
H -8.94 -0.98 0.49
H -6.90 -2.58 0.84
H -3.27 0.20 -0.46
H -3.30 -5.52 0.97
H -0.99 -6.32 1.02
H 1.47 -5.86 0.71
H 2.61 -1.76 -0.23
H 4.67 -2.32 -0.44
H 6.89 -3.64 -0.43
H 6.53 -6.17 0.14
H -4.92 -3.62 0.60
C 3.27 0.79 1.29
As 1.92 1.10 -0.07
C 2.90 0.87 -1.72
C 1.62 3.03 0.11
C 2.72 3.84 -0.50
C 3.80 4.27 0.27
C 4.83 5.00 -0.32
C 4.79 5.30 -1.67
C 3.70 4.89 -2.44
C 2.68 4.16 -1.85
H 4.02 1.57 1.21
H 3.75 -0.18 1.13
H 2.81 0.80 2.27
H 3.72 1.58 -1.77
H 2.21 1.01 -2.55
H 3.30 -0.15 -1.75
H 1.52 3.20 1.19
H 0.66 3.26 -0.35
H 3.83 4.06 1.33
H 5.66 5.33 0.28
H 5.59 5.87 -2.13
H 3.65 5.13 -3.49
H 1.82 3.85 -2.45
```